[1]
# C5H8O

C5H8O in the gas phase (ωB97M-V/def2-TZVPD, the Open Molecules 2025 dataset).

Its total charge is 0. As for the SMILES: O[C@@H]1C=CCC1. As for the energy relative to the best compared isomer or geometry (same formula, charge and spin): 30.9 kcal per mole. The frontier orbital gap comes out at 10.32 eV. As for the electronic energy: -7360.9165 eV. The value obtained for the lowest unoccupied orbital energy is 0.9 eV. The spin multiplicity is 1.

The geometry in XYZ format:
```
14
Properties=species:S:1:pos:R:3:forces:R:3
O 1.49878 -1.46364 0.98791 -0.78 -0.11 0.30
C 0.82329 -0.76373 -0.06720 -0.52 0.21 -0.57
C -0.77571 -0.84193 -0.36462 0.39 -0.16 0.14
C -1.36665 0.52586 0.02148 0.13 -0.07 0.03
C -0.14497 1.39915 -0.07728 0.09 0.16 0.11
C 0.99500 0.72436 0.03200 -0.02 0.13 -0.17
H 2.05872 -0.84932 1.48574 -0.46 -0.11 -0.25
H 1.26148 -1.17642 -0.98104 0.19 0.28 -0.01
H -0.88203 -0.89306 -1.46082 0.35 -0.20 0.34
H -1.31119 -1.71197 0.02842 0.32 0.16 0.22
H -2.19115 0.88940 -0.60662 0.21 -0.40 -0.06
H -1.75563 0.53030 1.04947 0.16 0.12 -0.12
H -0.18447 2.46390 -0.26953 -0.09 0.12 0.54
H 1.95405 1.20100 0.22340 0.04 -0.13 -0.49
```
Forces are in eV/Å.



[2]
# C5H8O

C5H8O in the gas phase (ωB97M-V/def2-TZVPD, the Open Molecules 2025 dataset).

Its total charge is 0. As for the SMILES: O=CCC1CC1. As for the energy relative to the best compared isomer or geometry (same formula, charge and spin): 30.0 kcal per mole. The frontier orbital gap comes out at 10.83 eV. As for the electronic energy: -7360.9535 eV. The value obtained for the lowest unoccupied orbital energy is 1.1 eV. The spin multiplicity is 1.

The geometry in XYZ format:
```
14
Properties=species:S:1:pos:R:3:forces:R:3
O -0.40710 -0.59546 -2.38853 -0.37 0.17 0.32
C -1.24931 -0.20256 -1.61850 0.21 -0.07 -0.21
C -0.96443 0.54059 -0.33328 0.06 -0.04 0.04
C 0.48441 0.49572 0.08922 0.02 0.09 -0.09
C 0.84538 0.15856 1.51054 0.01 0.08 0.20
C 1.10383 -0.83083 0.41091 0.05 -0.16 -0.07
H -2.32819 -0.37670 -1.82570 0.10 0.04 -0.05
H -1.30509 1.57674 -0.48084 0.00 -0.14 0.02
H -1.62465 0.13079 0.44432 0.09 -0.01 -0.11
H 1.12953 1.20921 -0.41711 -0.08 -0.14 0.07
H 1.69239 0.66329 1.96593 -0.13 -0.07 -0.10
H 0.03171 -0.05433 2.20048 0.12 0.05 -0.13
H 2.12605 -1.00600 0.09012 -0.17 0.04 0.08
H 0.46547 -1.70902 0.35244 0.09 0.15 0.03
```
Forces are in eV/Å.



[3]
# C5H8O

C5H8O in the gas phase (ωB97M-V/def2-TZVPD, the Open Molecules 2025 dataset).

Its total charge is 0. As for the SMILES: OC=C1CCC1. As for the energy relative to the best compared isomer or geometry (same formula, charge and spin): 36.6 kcal per mole. The frontier orbital gap comes out at 9.30 eV. As for the electronic energy: -7360.6664 eV. The value obtained for the lowest unoccupied orbital energy is 0.9 eV. The spin multiplicity is 1.

The geometry in XYZ format:
```
14
Properties=species:S:1:pos:R:3:forces:R:3
O 2.70024 -0.46866 0.53210 -0.09 -0.32 -0.06
C 1.72914 0.47780 0.39286 -0.33 0.29 -0.04
C 0.45859 0.24104 0.09285 0.34 0.04 0.09
C -0.32163 -1.02759 -0.21102 0.05 -0.16 0.01
C -1.58911 -0.14332 -0.37745 -0.21 -0.03 -0.05
C -0.75900 1.13064 -0.05263 -0.02 0.20 0.00
H 2.12174 1.47725 0.55795 -0.09 -0.11 0.00
H 2.28105 -1.33365 0.42433 0.17 0.06 0.01
H -0.01290 -1.55921 -1.11982 -0.03 0.09 0.13
H -0.38118 -1.75786 0.60612 0.02 0.12 -0.10
H -2.01757 -0.15787 -1.38297 0.08 0.00 0.15
H -2.38494 -0.36378 0.33860 0.12 0.05 -0.10
H -0.71149 1.86963 -0.86010 -0.01 -0.13 0.10
H -1.05638 1.64809 0.86630 0.01 -0.09 -0.14
```
Forces are in eV/Å.



[4]
# C5H8O

C5H8O in the gas phase (ωB97M-V/def2-TZVPD, the Open Molecules 2025 dataset).

Its total charge is 0. As for the SMILES: C/C=C\C=C/O. As for the energy relative to the best compared isomer or geometry (same formula, charge and spin): 29.9 kcal per mole. The frontier orbital gap comes out at 9.75 eV. As for the electronic energy: -7360.9586 eV. The value obtained for the lowest unoccupied orbital energy is 1.0 eV. The spin multiplicity is 1.

The geometry in XYZ format:
```
14
Properties=species:S:1:pos:R:3:forces:R:3
C -1.51879 -0.87360 -0.51146 0.06 -0.06 0.01
C -1.18713 0.58429 -0.36787 0.19 0.11 -0.03
C 0.04390 1.11227 -0.35037 -0.25 -0.02 0.08
C 1.31889 0.34544 -0.36590 -0.01 -0.16 0.14
C 1.81051 -0.26394 0.71695 0.15 -0.05 -0.32
O 1.23785 -0.29543 1.94456 -0.33 0.16 0.00
H -0.67572 -1.51081 -0.23317 -0.09 0.08 -0.07
H -2.39171 -1.16432 0.08437 0.17 0.12 -0.07
H -1.76377 -1.07484 -1.56256 -0.01 -0.05 0.16
H -2.04061 1.26437 -0.35357 0.20 -0.05 -0.01
H 0.40132 0.19637 1.89701 0.12 -0.09 0.03
H 0.12950 2.20114 -0.32998 -0.03 -0.17 0.00
H 1.88908 0.29602 -1.29172 -0.04 0.02 0.21
H 2.74669 -0.81697 0.72372 -0.13 0.15 -0.14
```
Forces are in eV/Å.